1.
Molecular formula: C20H31MnO5S
Method: DFT, wB97M-V/def2-TZVPD

Last column: Mulliken spin population.
Element x y z (Å)
O1 -0.1544 3.3695 -2.6778  0.000
C1 0.6843 3.2018 -3.9015  0.000
C2 0.5458 4.6570 -4.3246  0.000
H1 0.2538 2.4630 -4.5885  0.000
H2 1.7069 2.9122 -3.6306  0.000
C3 -0.3087 4.7739 -3.0497  0.000
H3 0.0636 4.8421 -5.2814  0.000
H4 1.4680 5.2356 -4.2430  0.000
C4 -1.7398 5.2002 -3.2718  0.000
H5 -2.2535 4.6062 -4.0279  0.000
H6 -1.7773 6.2477 -3.6091  0.000
H7 -2.2746 5.1684 -2.3149  0.000
C5 0.3248 5.7208 -2.0594  0.000
H8 1.3798 5.4877 -1.8881  0.000
H9 -0.2242 5.6959 -1.1114  0.000
H10 0.2663 6.7473 -2.4524  0.000
Mn1 -0.0420 -2.0354 2.3705  3.516
C6 1.3271 -2.1711 4.0019  -0.047
C7 1.8034 -3.1462 3.0715  -0.094
C8 2.1253 -2.4622 1.8421  -0.111
H11 2.0792 -4.1641 3.3246  0.006
C9 1.9198 -1.0643 2.0275  0.109
C10 1.3808 -0.8701 3.3557  -0.260
H12 1.1923 0.0990 3.8069  -0.003
H13 1.1005 -2.3663 5.0408  0.002
H14 2.5795 -2.8917 0.9518  0.004
H15 2.2800 -0.2850 1.3688  0.017
C11 -1.6937 -2.7236 3.6590  -0.081
C12 -1.3276 -1.3568 3.9445  -0.151
C13 -1.5501 -0.5719 2.7528  -0.080
H16 -1.0908 -0.9374 4.9207  0.000
C14 -2.0706 -1.4573 1.7426  -0.039
C15 -2.1721 -2.7695 2.3021  0.018
H17 -2.7133 -3.5854 1.8292  0.001
H18 -1.7521 -3.5529 4.3706  0.002
H19 -1.4843 0.5107 2.6494  0.006
H20 -2.4336 -1.1432 0.7708  0.008
O2 -0.6372 -0.3853 -0.4719  0.000
C16 -0.0681 0.8908 -0.0183  0.026
C17 1.0472 1.2883 -0.9986  0.001
H21 0.3606 0.8005 1.0133  -0.003
H22 -0.8835 1.6409 0.0026  0.000
C18 0.7937 0.2669 -2.1581  0.006
H23 2.0426 1.1166 -0.5312  -0.001
H24 0.9662 2.3378 -1.3292  0.000
C19 0.3489 -0.9680 -1.3732  0.011
H25 1.6512 0.1497 -2.8293  0.001
H26 -0.0813 0.6487 -2.7327  -0.001
H27 1.2032 -1.4204 -0.8173  -0.003
H28 -0.1538 -1.7269 -1.9879  0.001
C20 -1.1832 -5.6351 0.3517  0.007
S1 0.1547 -4.9640 1.3059  0.008
O3 -0.0044 -5.3214 2.7117  0.001
O4 1.3825 -5.3699 0.6496  0.008
O5 -0.0757 -3.4431 1.0909  0.114
H29 -1.0157 -6.7086 0.2323  0.001
H30 -1.1227 -5.1356 -0.6192  0.001
H31 -2.1437 -5.4465 0.8368  -0.001

Cartesian forces (eV/Å) of the 6 atoms listed first:
0.6 0.6 -1.7
0.0 -0.7 0.4
0.0 -0.3 0.5
0.0 0.1 0.3
-0.2 -0.1 0.0
-0.2 1.3 -0.3

Properties
E: -73625.14228 eV
HOMO (alpha / beta): -0.43223 / -0.43370 hartree
Relative energy (zero: lowest compared OMol25 entry of this formula, charge and spin): 0.00 kJ/mol
Charge: +1
Spin multiplicity: 4

---

2.
Molecular formula: C20H31N3O2S
Method: DFT, wB97M-V/def2-TZVPD

Last column: Mulliken charge in e.
Element x y z (Å)
C1 0.4351 -2.1105 -4.5418  -1.357
C2 1.6196 -1.8618 -3.6141  -0.555
C3 1.2224 -1.2137 -2.2944  0.402
C4 0.4646 0.0906 -2.5218  -1.615
N1 0.2507 0.8843 -1.3189  0.174
C5 0.9581 2.1497 -1.2314  -1.030
C6 -0.6670 0.4332 -0.4147  0.755
O1 -1.2426 -0.6262 -0.5986  -0.657
C7 -0.9159 1.2817 0.8230  -2.034
C8 -2.0825 0.8005 1.6651  1.119
C9 -1.8771 1.1725 3.1361  -1.037
C10 -2.9694 0.5800 4.0178  -0.792
C11 -4.3594 0.9928 3.5471  -0.638
C12 -4.5585 0.6807 2.0675  -1.295
C13 -3.4585 1.2821 1.2301  0.831
C14 -3.7633 1.5823 -0.2034  -0.566
C15 -3.6583 2.7071 0.7866  -0.815
N2 2.3801 -0.9251 -1.4510  0.122
C16 3.3697 -1.8041 -1.1360  0.470
O2 3.4121 -2.9564 -1.5268  -0.655
C17 4.4343 -1.2369 -0.2537  0.527
C18 4.9901 -0.0018 -0.3973  -0.353
S1 6.1886 0.2167 0.7764  0.008
N3 6.0064 -1.2810 1.4517  -0.595
C19 5.0613 -1.9383 0.8216  0.087
C20 4.7297 -3.3233 1.2819  -1.146
H1 0.7570 -2.6806 -5.4128  0.399
H2 -0.3430 -2.6870 -4.0368  0.341
H3 -0.0161 -1.1866 -4.9067  0.319
H4 2.1088 -2.8074 -3.3964  0.404
H5 2.3682 -1.2357 -4.1144  0.340
H6 0.5632 -1.9016 -1.7558  0.186
H7 1.0119 0.7135 -3.2341  0.495
H8 -0.5015 -0.1517 -2.9635  0.457
H9 0.8217 2.6170 -0.2634  0.452
H10 2.0308 2.0018 -1.3806  0.313
H11 0.6089 2.8442 -2.0009  0.293
H12 -0.0024 1.2299 1.4269  0.497
H13 -1.0405 2.3324 0.5511  0.429
H14 -2.0970 -0.2941 1.6057  0.488
H15 -0.9000 0.8107 3.4742  0.434
H16 -1.8574 2.2646 3.2431  0.297
H17 -2.8879 -0.5123 3.9963  0.294
H18 -2.8189 0.8852 5.0562  0.413
H19 -5.1259 0.4923 4.1438  0.378
H20 -4.4892 2.0692 3.7063  0.315
H21 -4.5739 -0.4050 1.9122  0.317
H22 -5.5264 1.0611 1.7308  0.380
H23 -2.9877 1.4631 -0.9440  0.047
H24 -4.7436 1.3159 -0.5766  0.283
H25 -4.5643 3.2116 1.0966  0.305
H26 -2.8075 3.3731 0.7300  0.188
H27 2.3075 -0.1126 -0.8621  0.151
H28 4.7620 0.7542 -1.1332  0.492
H29 3.8562 -3.7229 0.7722  0.324
H30 5.5668 -3.9906 1.0787  0.270
H31 4.5499 -3.3273 2.3562  0.341

Cartesian forces (eV/Å) of the 6 atoms listed first:
0.0 0.0 0.0
0.1 0.0 -0.2
0.0 -0.3 0.3
-0.1 0.0 -0.1
0.2 0.1 0.1
0.0 0.0 -0.1

Properties
E: -40644.47564 eV
HOMO: -0.34519 hartree
Relative energy (zero: lowest compared OMol25 entry of this formula, charge and spin): 37.13 kJ/mol
Charge: 0

---

3.
Molecular formula: C20H31N3O5S
Method: DFT, wB97M-V/def2-TZVPD

Last column: Mulliken charge in e.
Element x y z (Å)
C1 -4.3180 -0.1999 1.5297  -1.350
H1 -5.2757 -0.4962 1.1089  0.435
H2 -4.2263 -0.6351 2.5222  0.480
H3 -3.5330 -0.6065 0.8986  -0.056
C2 -4.2086 1.3217 1.5965  0.671
C3 -2.9390 1.7368 2.3381  -1.450
H4 -2.8713 2.8177 2.4268  0.355
H5 -2.9459 1.3187 3.3421  0.460
H6 -2.0478 1.3775 1.8291  0.189
H7 -5.0723 1.7053 2.1501  0.364
C4 -4.2843 1.9160 0.1735  -0.254
N1 -3.0682 1.6815 -0.5787  0.057
C5 -2.9724 0.8211 -1.5981  0.726
O1 -3.8606 0.0863 -1.9795  -0.671
C6 -1.6027 0.8621 -2.3113  -1.057
H8 -1.2669 1.9007 -2.4020  0.475
H9 -1.7137 0.4070 -3.2968  0.339
O2 -0.5961 0.0915 -1.6595  -0.305
C7 0.0074 0.6250 -0.5859  0.177
O3 -0.2985 1.7047 -0.1269  -0.744
C8 1.1649 -0.1755 -0.1431  1.262
C9 2.3019 0.5831 0.1355  -0.457
C10 3.5232 -0.0176 0.3236  -0.617
C11 3.6439 -1.3950 0.2045  -1.024
C12 2.5293 -2.1657 -0.0127  -0.978
C13 1.2396 -1.5937 -0.1269  0.843
N2 0.1494 -2.3893 -0.1619  0.155
C14 -1.2033 -1.9516 0.1184  -0.221
C15 -1.8677 -3.1669 0.7585  -0.670
H10 -2.9489 -3.1515 0.6455  0.366
C16 -1.2042 -4.3115 0.0015  -0.828
H11 -1.2901 -5.2687 0.5106  0.412
C17 0.2441 -3.8394 -0.0954  -1.015
H12 0.7507 -4.2337 -0.9801  0.413
H13 0.8029 -4.1447 0.7983  0.507
H14 -1.6417 -4.4009 -0.9928  0.340
H15 -1.6229 -3.2209 1.8201  0.330
H16 -1.1883 -1.0765 0.7744  0.378
H17 -1.7247 -1.6917 -0.8096  -0.097
H18 2.6452 -3.2333 -0.0898  0.441
H19 4.6207 -1.8382 0.3090  0.438
S1 4.9866 0.9428 0.6431  1.471
O4 5.7370 0.3201 1.6944  -0.740
O5 4.6346 2.3283 0.7891  -0.710
N3 5.8412 0.6849 -0.8002  -0.013
C18 5.2322 1.4039 -1.8944  -0.885
H20 5.3044 2.4890 -1.7577  0.336
H21 5.7222 1.1205 -2.8254  0.355
H22 4.1812 1.1247 -1.9419  0.254
C19 7.2624 0.9177 -0.6602  -0.976
H23 7.5751 0.4527 0.2712  0.371
H24 7.5039 1.9864 -0.6272  0.326
H25 7.7849 0.4541 -1.4975  0.328
H26 2.2272 1.6591 0.1772  0.612
H27 -2.2392 2.1877 -0.2890  0.391
C20 -4.5715 3.4162 0.1824  -1.602
H28 -5.4945 3.6193 0.7181  0.415
H29 -4.6753 3.7820 -0.8364  0.412
H30 -3.7620 3.9603 0.6623  0.335
H31 -5.0805 1.3977 -0.3726  0.502

Cartesian forces (eV/Å) of the 6 atoms listed first:
-0.1 0.3 0.1
-0.1 -0.1 -0.1
0.0 -0.1 0.1
0.1 -0.1 -0.1
0.1 -0.2 -0.2
-0.3 0.0 -0.1

Properties
E: -46786.78829 eV
HOMO: -0.30507 hartree
Relative energy (zero: lowest compared OMol25 entry of this formula, charge and spin): 79.55 kJ/mol
Charge: 0
SMILES: CC(C)[C@@H](C)NC(=O)COC(=O)c1cc(S(=O)(=O)N(C)C)ccc1N1CCCC1